(1)
The following is a DFT calculation (ωB97M-V/def2-TZVPD) of a single C10H19NO5S2 molecule at a distorted geometry.

Atoms and positions in Å:
C (-2.2866, 2.1441, 0.3440)
H (-1.9329, 1.3814, -0.3442)
H (-3.1564, 2.6210, -0.1014)
C (-2.6632, 1.5302, 1.6873)
C (-1.4606, 1.0252, 2.4579)
H (-0.6539, 1.7491, 2.5226)
H (-1.7264, 0.6858, 3.4567)
S (-0.7425, -0.4444, 1.6599)
O (-1.7955, -1.2505, 1.1026)
O (0.1151, -1.0968, 2.6191)
C (0.2654, 0.0855, 0.3154)
C (1.3197, 0.9052, 0.5037)
N (2.1841, 1.3314, -0.4387)
H (2.1995, 0.8230, -1.3187)
C (3.3069, 2.0065, 0.1669)
H (3.5394, 2.9295, -0.3687)
C (2.7619, 2.2710, 1.5805)
H (3.4566, 1.9831, 2.3716)
H (2.4703, 3.3171, 1.7193)
O (1.5913, 1.4631, 1.6996)
H (4.2008, 1.3716, 0.1851)
S (-0.0234, -0.7378, -1.2229)
O (1.1654, -0.5084, -2.0313)
O (-1.2500, -0.2595, -1.7945)
C (-0.1016, -2.5105, -0.8406)
C (0.2588, -3.3121, -2.0774)
C (-0.8258, -3.2035, -3.1416)
H (-1.7634, -3.6122, -2.7722)
H (-0.9854, -2.1605, -3.4000)
H (-0.5370, -3.7486, -4.0372)
H (0.4068, -4.3583, -1.7975)
H (1.1995, -2.9251, -2.4742)
H (0.6065, -2.6519, -0.0280)
H (-1.1113, -2.6990, -0.4897)
H (-3.1867, 2.2711, 2.2986)
H (-3.3351, 0.6872, 1.5201)
H (-1.5101, 2.8971, 0.4680)

Computed properties:
SMILES string   CCCS(=O)(=O)C(=C1NCCO1)S(=O)(=O)CCC
Highest occupied orbital energy   -9.15 eV
HOMO-LUMO gap   9.6 eV
Lowest unoccupied orbital energy   0.017 Eh

(2)
The following is a DFT calculation (ωB97M-V/def2-TZVPD) of a single C17H19FN2S molecule.

Atoms and positions in Å:
C (-3.6815, -0.4329, -0.7852)
H (-3.9079, 0.1144, 0.1264)
H (-4.5830, -0.9456, -1.1087)
H (-3.3896, 0.2734, -1.5598)
C (-2.5803, -1.4555, -0.5113)
N (-1.3545, -0.8182, -0.0405)
C (-1.1110, -0.7691, 1.2859)
S (-2.2671, -1.0684, 2.4358)
N (0.1296, -0.3854, 1.7288)
C (1.3781, -0.7077, 1.2135)
C (2.4822, 0.0491, 1.6095)
C (3.7404, -0.2384, 1.1230)
C (3.8922, -1.2935, 0.2395)
C (2.8217, -2.0791, -0.1439)
C (1.5639, -1.7875, 0.3506)
H (0.7270, -2.4204, 0.0982)
H (2.9783, -2.9119, -0.8112)
F (5.1204, -1.5707, -0.2501)
H (4.5997, 0.3430, 1.4162)
H (2.3414, 0.8698, 2.2961)
H (0.1234, -0.0341, 2.6773)
C (-0.5685, -0.0620, -1.0005)
C (-0.1014, 1.2777, -0.4895)
C (-0.9605, 2.1090, 0.2186)
C (-0.5278, 3.3426, 0.6693)
C (0.7646, 3.7653, 0.4067)
C (1.6206, 2.9495, -0.3123)
C (1.1903, 1.7114, -0.7559)
H (1.8645, 1.0758, -1.3123)
H (2.6284, 3.2732, -0.5250)
H (1.1018, 4.7285, 0.7595)
H (-1.2028, 3.9761, 1.2251)
H (-1.9691, 1.7855, 0.4284)
H (-1.2109, 0.1136, -1.8676)
H (0.2986, -0.6416, -1.3421)
H (-2.9134, -2.0956, 0.3125)
C (-2.3042, -2.3383, -1.7264)
H (-2.0857, -1.7520, -2.6156)
H (-1.4663, -3.0040, -1.5323)
H (-3.1815, -2.9460, -1.9305)

Computed properties:
SMILES string   CC(C)N(Cc1ccccc1)C(=S)Nc1ccc(F)cc1
Energy above the lowest of the compared OMol25 structures with the same formula, charge and spin   30.1 kJ/mol
Highest occupied orbital energy   -7.95 eV
HOMO-LUMO gap   8.6 eV
Lowest unoccupied orbital energy   0.024 Eh

(3)
The following is a DFT calculation (ωB97M-V/def2-TZVPD) of a molecular structure, C13H23INOsP at a distorted geometry.

Atoms and positions in Å:
C (-2.8611, 0.2538, -2.4041)
C (-2.5697, -0.9528, -1.7799)
C (-1.7392, -1.0475, -0.6574)
C (-1.1625, 0.1504, -0.0921)
C (-1.4554, 1.3696, -0.7760)
C (-2.3261, 1.4333, -1.8733)
C (-1.6020, -2.4064, -0.0259)
C (-0.1985, -3.0466, 0.1858)
N (0.9540, -2.2071, 0.1542)
Os (-0.3601, 0.5971, 1.9202)
C (-0.8073, 2.6002, -0.2230)
P (0.7651, 1.9893, 0.6559)
H (-3.0253, -1.8959, -2.1759)
H (-2.5547, 2.4227, -2.3038)
H (-3.4968, 0.2959, -3.2917)
H (-1.4188, 3.1156, 0.5336)
H (-0.5181, 3.3170, -0.9941)
H (-2.1210, -2.4191, 0.9441)
H (-2.1278, -3.1355, -0.6625)
H (-0.2302, -3.5297, 1.1772)
C (1.3798, 3.4052, 1.5923)
C (1.8784, 1.9484, -0.8227)
H (-0.0585, -3.8419, -0.5874)
C (1.4053, -1.7214, -1.1067)
C (1.9997, -2.4542, 1.1142)
H (0.1168, 1.5439, 3.2381)
H (1.8811, -2.5206, -1.6977)
H (0.5694, -1.2931, -1.6828)
H (2.1498, -0.9138, -0.9592)
H (2.7341, -3.1939, 0.7412)
H (2.5330, -1.5154, 1.3614)
H (1.5580, -2.8194, 2.0543)
H (2.0211, 2.9580, -1.2273)
H (2.8545, 1.5506, -0.5365)
H (1.4713, 1.3267, -1.6232)
H (1.4545, 4.2632, 0.9337)
H (0.6733, 3.5788, 2.4032)
H (2.3583, 3.1274, 1.9854)
H (0.8332, 1.1290, 3.0095)
I (-0.9575, -1.4622, 3.4989)

Computed properties:
Spin multiplicity   5
Energy above the lowest of the compared OMol25 structures with the same formula, charge and spin   116.8 kJ/mol
Highest occupied orbital energy (alpha / beta)   -15.54 / -15.57 eV
Net charge   +2
HOMO-LUMO gap (alpha / beta)   8.6 / 5.6 eV
Expectation value of S²   6.027
Lowest unoccupied orbital energy (alpha / beta)   -0.257 / -0.365 Eh

(4)
The following is a DFT calculation (ωB97M-V/def2-TZVPD) of a molecular structure, C38H38Br2N4O7PbSi at a distorted geometry.

Atoms and positions in Å:
Pb (0.6142, 1.0460, 0.0645)
Br (4.9234, -5.3213, -1.8777)
C (4.3421, -3.6014, -1.2739)
C (4.9136, -3.0407, -0.1261)
C (4.4754, -1.8215, 0.2910)
C (3.4450, -1.0719, -0.3825)
O (3.1020, 0.0462, 0.0440)
C (2.9264, -1.6773, -1.5942)
C (2.0623, -0.9783, -2.4811)
N (1.3780, 0.0881, -2.2421)
C (0.7062, 0.7199, -3.2677)
C (-0.0249, 0.0459, -4.2300)
C (-0.7281, 0.7272, -5.2270)
C (-0.7035, 2.0933, -5.2880)
C (0.0328, 2.8249, -4.3362)
C (0.0746, 4.2329, -4.3286)
C (0.8142, 4.8788, -3.3784)
C (1.5414, 4.1016, -2.4604)
N (1.5299, 2.8004, -2.4402)
C (0.7633, 2.1458, -3.3265)
C (3.3869, -2.9406, -1.9946)
H (5.6907, -3.5695, 0.4125)
H (4.9086, -1.3570, 1.1647)
H (2.0586, -1.3825, -3.5092)
H (-0.0799, -1.0327, -4.1971)
H (-1.2935, 0.1609, -5.9570)
H (-1.2593, 2.6374, -6.0415)
H (-0.4915, 4.7753, -5.0760)
H (0.8410, 5.9569, -3.3315)
H (2.1593, 4.5836, -1.7134)
H (2.9605, -3.3976, -2.8811)
O (2.4262, 1.7311, 2.4492)
C (3.1757, 0.8860, 2.8805)
C (2.8463, -0.4647, 3.3097)
C (3.6683, -1.0748, 4.2314)
C (3.3649, -2.3237, 4.7785)
C (2.2224, -3.0203, 4.3211)
C (1.4323, -2.4663, 3.3721)
C (1.6607, -1.1481, 2.8231)
O (0.8562, -0.6732, 2.0012)
N (4.1557, -2.8617, 5.7865)
O (3.8256, -3.9381, 6.2963)
O (5.1618, -2.2512, 6.1627)
H (4.2518, 1.1387, 3.0434)
H (4.5580, -0.5717, 4.5900)
H (2.0033, -3.9914, 4.7453)
H (0.5613, -2.9896, 3.0068)
Br (0.0591, 1.3053, 4.2259)
C (-0.9494, 2.5054, 3.1601)
C (-1.9681, 3.1683, 3.8307)
C (-2.7083, 4.1019, 3.1301)
C (-2.3509, 4.3657, 1.8211)
C (-1.3261, 3.6330, 1.2310)
N (-0.6689, 2.6779, 1.8861)
C (-1.0298, 3.9091, -0.2651)
O (-1.1574, 5.0784, -0.6231)
O (-0.7582, 2.9061, -0.9562)
H (-2.1612, 2.9417, 4.8665)
H (-3.5434, 4.6053, 3.6000)
H (-2.8568, 5.1048, 1.2235)
C (-2.2113, -0.7283, 2.0051)
Si (-1.6976, -0.5169, 0.1336)
C (-1.5656, -2.4191, -0.4435)
C (-1.8824, -2.5936, -1.9277)
C (-0.1079, -2.8335, -0.2469)
C (-2.4454, -3.3778, 0.3605)
C (-3.3614, 0.2645, -0.6358)
C (-4.6089, -0.6219, -0.5803)
C (-3.1062, 0.6904, -2.0817)
C (-3.6855, 1.5390, 0.1445)
H (-3.1309, -1.2876, 2.1680)
H (-2.3263, 0.2440, 2.4797)
H (-1.4112, -1.2357, 2.5335)
H (-1.3072, -1.8829, -2.5133)
H (-2.9370, -2.4338, -2.1318)
H (-1.6270, -3.6012, -2.2648)
H (0.5197, -2.3300, -0.9759)
H (0.0216, -3.9122, -0.3601)
H (0.2496, -2.5425, 0.7326)
H (-3.4869, -3.0710, 0.3419)
H (-2.1161, -3.4145, 1.3937)
H (-2.3843, -4.3899, -0.0468)
H (-4.5024, -1.5095, -1.1964)
H (-5.4824, -0.0711, -0.9428)
H (-4.8129, -0.9322, 0.4417)
H (-2.8376, -0.1531, -2.7093)
H (-2.2888, 1.4060, -2.1117)
H (-3.9929, 1.1623, -2.5128)
H (-3.7657, 1.3492, 1.2115)
H (-4.6290, 1.9788, -0.1915)
H (-2.9013, 2.2677, -0.0163)

Computed properties:
Energy above the lowest of the compared OMol25 structures with the same formula, charge and spin   51.0 kJ/mol
Highest occupied orbital energy   -1.56 eV
Net charge   -2
HOMO-LUMO gap   5.5 eV
Lowest unoccupied orbital energy   0.146 Eh

Number 1: molar mass 297.398 g mol⁻¹. Number 2: molar mass 302.418 g mol⁻¹. Number 3: molar mass 541.442 g mol⁻¹. Number 4: molar mass 1057.837 g mol⁻¹.